This record from the Open Molecules 2025 dataset describes a 6-piece molecular cluster, C33H41I2N6O2 overall at a distorted geometry. The level of theory is ωB97M-V/def2-TZVPD.

Properties
- LUMO: 1.767 eV
- E_HOMO: -5.066 eV

The geometry in ORCA input format:
```
! RIJCOSX wB97M-V def2-TZVPD def2/J DEFGRID3
* xyz -1 1
C 5.839 -1.822 -1.809
C 5.252 -3.161 -1.229
C 6.114 -4.355 -1.357
C 5.698 -5.650 -0.817
C 4.387 -5.762 -0.170
C 3.528 -4.561 -0.064
C 3.920 -3.246 -0.565
C 3.085 -1.926 -0.479
C 2.024 -1.855 0.683
N 0.787 -2.623 0.495
C 0.161 -2.466 -0.806
I -0.231 -0.418 -1.393
C -1.175 -3.352 -0.783
C -2.026 -3.232 -2.097
I -2.311 -2.958 1.028
C 2.731 -2.274 2.044
O 2.339 -3.265 2.713
O 3.758 -1.601 2.473
H 6.675 -1.413 -1.172
H 6.248 -2.055 -2.837
H 5.019 -1.074 -1.972
H 7.116 -4.236 -1.852
H 6.374 -6.532 -0.893
H 4.018 -6.723 0.273
H 2.560 -4.697 0.465
H 2.683 -1.717 -1.509
H 3.831 -1.101 -0.273
H 1.763 -0.763 0.829
H 0.861 -3.596 0.793
H 0.798 -2.942 -1.615
H -0.846 -4.430 -0.713
H -2.448 -2.214 -2.290
H -1.442 -3.589 -2.985
H -2.913 -3.925 -1.985
N -3.498 2.698 -0.460
C -2.408 2.545 -1.273
C -2.087 3.776 -1.785
C -3.015 4.710 -1.257
C -3.871 4.018 -0.442
H -3.955 1.956 0.045
H -1.959 1.574 -1.416
H -1.274 3.983 -2.463
H -3.050 5.771 -1.453
H -4.712 4.347 0.148
N -2.575 2.750 2.391
C -2.947 2.500 3.685
C -1.808 2.439 4.448
C -0.708 2.667 3.582
C -1.212 2.858 2.322
H -3.204 2.840 1.612
H -3.986 2.385 3.950
H -1.770 2.253 5.510
H 0.336 2.688 3.853
H -0.721 3.059 1.382
N 0.719 -4.608 4.645
C -0.407 -5.380 4.672
C -0.547 -5.887 5.943
C 0.537 -5.393 6.710
C 1.298 -4.605 5.879
H 1.072 -4.112 3.832
H -1.012 -5.505 3.788
H -1.340 -6.537 6.281
H 0.738 -5.591 7.752
H 2.201 -4.045 6.062
N 2.334 1.562 -3.526
C 3.425 1.404 -4.336
C 3.753 2.633 -4.849
C 2.827 3.570 -4.323
C 1.966 2.879 -3.509
H 1.872 0.823 -3.020
H 3.871 0.432 -4.478
H 4.569 2.837 -5.525
H 2.795 4.630 -4.519
H 1.125 3.209 -2.920
N -6.485 6.932 -0.618
C -6.837 5.984 -1.541
C -7.090 6.622 -2.727
C -6.877 8.009 -2.515
C -6.502 8.168 -1.206
H -6.249 6.748 0.341
H -6.878 4.940 -1.273
H -7.393 6.146 -3.647
H -6.986 8.800 -3.240
H -6.247 9.052 -0.642
*
```



This record from the Open Molecules 2025 dataset describes C33H41IInN4O4P as an isolated structure. The level of theory is ωB97M-V/def2-TZVPD.

Properties
- Energy above the lowest of the compared OMol25 structures with the same formula, charge and spin: 0.0 kJ/mol
- LUMO: -5.958 eV
- E_HOMO: -12.687 eV

The geometry in ORCA input format:
```
! RIJCOSX wB97M-V def2-TZVPD def2/J DEFGRID3
* xyz 2 1
In -0.427 0.140 -0.193
C 4.029 0.231 0.800
C 4.191 1.557 1.158
C 3.144 2.441 0.944
C 1.964 1.970 0.396
N 1.789 0.669 0.105
C 2.808 -0.171 0.290
C 0.876 2.887 -0.043
C 0.955 4.268 -0.001
C -0.033 5.007 -0.638
C -0.987 4.358 -1.405
C -0.985 2.972 -1.436
N -0.139 2.281 -0.660
C -1.701 2.175 -2.461
C -2.884 2.576 -3.061
C -3.370 1.811 -4.113
C -2.654 0.698 -4.521
C -1.492 0.365 -3.838
N -1.025 1.082 -2.823
H 4.827 -0.490 0.908
H 5.126 1.907 1.574
H 3.258 3.487 1.182
H 2.648 -1.196 0.005
H 1.783 4.768 0.476
H -0.005 6.088 -0.606
H -1.671 4.916 -2.028
H -3.418 3.453 -2.721
H -4.290 2.088 -4.610
H -2.988 0.088 -5.348
H -0.922 -0.519 -4.105
C 1.756 2.682 5.377
N 1.432 1.902 4.184
C 2.014 0.570 4.096
C 0.503 2.291 3.297
C -0.126 3.648 3.491
O 0.163 1.569 2.346
H 2.686 2.304 5.794
H 0.980 2.592 6.140
H 1.900 3.733 5.137
H 3.093 0.635 4.236
H 1.798 0.147 3.119
H 1.606 -0.082 4.872
H 0.621 4.443 3.486
H -0.646 3.707 4.450
H -0.835 3.818 2.686
C 0.274 -4.198 0.901
C 0.104 -3.861 2.382
C -0.105 -2.356 2.330
O 0.613 -1.879 1.169
C 1.118 -3.033 0.438
H -0.690 -4.202 0.386
H 0.763 -5.155 0.730
H 1.006 -4.114 2.942
H -0.736 -4.371 2.850
H 0.259 -1.817 3.205
H -1.164 -2.133 2.187
H 2.166 -3.184 0.718
H 1.043 -2.820 -0.625
I -5.094 -6.014 -4.670
C -4.086 -4.520 -3.642
C -2.743 -4.691 -3.319
C -2.071 -3.691 -2.640
C -2.737 -2.520 -2.281
C -4.081 -2.356 -2.608
C -4.757 -3.354 -3.285
C -2.029 -1.444 -1.568
O -2.588 -0.376 -1.237
O -0.782 -1.611 -1.273
H -2.229 -5.599 -3.600
H -1.026 -3.811 -2.385
H -4.589 -1.440 -2.335
H -5.802 -3.232 -3.538
C -3.304 1.677 1.064
P -2.417 0.167 1.536
C -2.316 0.275 3.351
C -3.645 -1.161 1.330
H -4.238 1.759 1.622
H -3.526 1.646 -0.004
H -2.679 2.544 1.285
H -3.336 0.280 3.738
H -1.811 1.178 3.669
H -1.797 -0.587 3.765
H -4.428 -1.013 2.075
H -3.197 -2.142 1.494
H -4.077 -1.134 0.335
*
```



This record from the Open Molecules 2025 dataset describes a 2-piece molecular cluster, C33H41N3OP overall at a distorted geometry. The level of theory is ωB97M-V/def2-TZVPD.

Properties
- Energy above the lowest of the compared OMol25 structures with the same formula, charge and spin: 126.3 kJ/mol
- LUMO: -5.058 eV
- E_HOMO: -9.438 eV

The geometry in ORCA input format:
```
! RIJCOSX wB97M-V def2-TZVPD def2/J DEFGRID3
* xyz 1 1
C 2.214 0.523 4.488
O 0.863 0.923 4.485
C 0.012 -0.130 4.468
C -1.378 0.039 4.465
C -2.288 -1.044 4.461
C -3.642 -0.813 4.472
C -4.153 0.485 4.484
C -5.623 0.719 4.499
C -3.261 1.557 4.487
C -1.907 1.346 4.478
H 2.848 1.412 4.470
H 2.428 -0.053 5.390
H 2.422 -0.086 3.607
H 0.428 -1.126 4.455
H -1.913 -2.053 4.459
H -4.332 -1.639 4.476
H -5.855 1.784 4.500
H -6.095 0.278 3.620
H -6.078 0.280 5.387
H -3.646 2.562 4.500
H -1.219 2.174 4.488
C -2.400 5.009 -3.166
N -1.080 4.803 -2.570
C 0.017 5.490 -3.257
C -0.808 3.662 -1.749
C -0.036 3.769 -0.587
C 0.278 2.651 0.161
C -0.155 1.406 -0.241
P 0.372 -0.005 0.763
C -0.443 -1.326 -0.161
C 0.166 -1.997 -1.200
C -0.543 -2.913 -1.945
C -1.881 -3.186 -1.657
N -2.627 -4.078 -2.492
C -3.164 -5.338 -1.977
C -2.475 -4.020 -3.946
C -2.465 -2.534 -0.564
C -1.750 -1.608 0.171
C 2.051 -0.225 0.135
C 2.819 -1.199 0.736
C 4.080 -1.485 0.248
C 4.586 -0.806 -0.866
N 5.846 -1.149 -1.452
C 5.969 -1.247 -2.906
C 7.104 -0.937 -0.734
C 3.803 0.201 -1.432
C 2.553 0.490 -0.932
C -0.919 1.281 -1.383
C -1.254 2.394 -2.124
H -3.159 4.450 -2.620
H -2.666 6.064 -3.133
H -2.406 4.684 -4.204
H 0.978 5.126 -2.899
H -0.039 5.302 -4.328
H -0.040 6.564 -3.090
H 0.291 4.739 -0.262
H 0.871 2.731 1.060
H 1.202 -1.812 -1.430
H -0.058 -3.453 -2.738
H -3.131 -5.357 -0.889
H -4.194 -5.475 -2.302
H -2.573 -6.172 -2.352
H -2.107 -3.042 -4.250
H -1.773 -4.779 -4.285
H -3.433 -4.189 -4.434
H -3.488 -2.744 -0.312
H -2.201 -1.091 1.006
H 2.416 -1.737 1.581
H 4.674 -2.250 0.714
H 4.995 -1.434 -3.356
H 6.373 -0.324 -3.317
H 6.631 -2.068 -3.175
H 6.919 -0.747 0.321
H 7.748 -1.809 -0.829
H 7.627 -0.077 -1.150
H 4.202 0.777 -2.248
H 1.971 1.281 -1.373
H -1.249 0.309 -1.706
H -1.849 2.289 -3.014
*
```



Q: Number 2 is which compound?
A: C33H41IInN4O4P



Q: E_HOMO of number 3 (C33H41N3OP)?
A: -9.438 eV